# C32H24CuN4O4S

A structure of composition C32H24CuN4O4S (ωB97M-V/def2-TZVPD, the Open Molecules 2025 dataset).

```
66
Properties=species:S:1:pos:R:3:forces:R:3
C 1.7771 0.1251 -3.3172 -0.0216 0.0155 -0.0240
C -1.0313 -3.5478 -2.1826 -0.0360 -0.0554 0.0108
N -1.5505 1.2451 -0.9500 -0.0260 0.2864 0.0976
H -3.9834 2.5664 -0.8489 0.0205 0.0162 0.0637
N 0.0865 1.9833 1.0217 0.0485 -0.0026 -0.0228
C -3.6270 3.7728 0.8861 0.0283 -0.0021 -0.0064
C 0.5331 -1.8241 -2.7822 -0.0594 0.2014 -0.0527
S -2.3682 0.9650 -2.2841 0.0119 -0.1585 0.0235
H -4.6164 4.2107 0.8285 -0.0145 -0.0039 -0.0053
C -2.0265 2.2057 -0.0717 0.1204 -0.0759 -0.0053
C -1.1213 2.6001 0.9782 0.0380 -0.0757 -0.0158
N -0.7627 -2.6412 0.3883 0.2602 -0.0240 -0.1700
H 1.8672 1.7318 1.9650 0.0210 0.0009 0.0073
C 0.4650 -2.2298 -4.1073 -0.0090 -0.0041 0.0192
O -2.9786 2.1486 -2.8503 0.0314 -0.0097 -0.1001
H -4.3546 -2.7052 0.2554 0.0018 0.0066 0.0146
O -1.5405 0.1744 -3.1582 0.1160 -0.0757 -0.0676
H -3.9127 -4.8512 5.0914 -0.0089 0.0044 -0.0041
H 1.4170 3.4932 3.6966 0.0103 -0.0002 0.0023
C -3.2869 -4.6193 3.0317 -0.0163 0.0086 0.0518
C -0.5640 -1.7416 4.4742 -0.0475 -0.0184 -0.0375
H 0.9534 -0.3322 4.0002 0.0254 -0.0143 -0.0051
H -0.5539 -1.5245 5.5376 0.0050 -0.0091 0.0101
C -1.4914 -2.7256 3.9921 0.0419 0.0254 0.0490
C -5.7859 -1.7809 -1.0574 0.0050 0.0183 -0.0247
O 1.0880 -0.6834 1.4712 0.1675 -0.2182 0.5304
C 0.6749 3.2699 2.9418 0.0051 -0.0370 -0.0163
C -1.5241 -3.0032 2.6104 -0.0374 -0.0300 -0.0692
C -4.9700 0.0673 -2.3644 0.0412 -0.0145 0.0461
C -2.3594 -3.4005 4.8686 0.0149 0.0144 0.0108
H -6.5962 -2.4381 -0.7680 -0.0149 -0.0102 0.0052
C -0.6411 -2.3012 1.7080 -0.0588 -0.0695 -0.1497
C -0.3551 -3.2928 -4.4667 0.0299 0.0302 0.0333
C -3.2685 2.8116 -0.0783 -0.1713 0.0567 0.0362
H -5.1183 0.8605 -3.0841 -0.0136 0.0185 -0.0220
C -4.5306 -1.9336 -0.4838 0.0174 -0.0061 0.0093
H -2.5147 -1.2024 -0.4009 -0.0357 0.0227 -0.0112
H -2.3133 -3.1624 5.9262 0.0041 0.0011 0.0022
C -0.5367 3.8965 2.9242 -0.0195 0.0029 0.0032
C 0.2835 -1.3323 2.2042 0.0770 0.1241 -0.0944
C -3.7180 -0.0939 -1.7885 -0.0430 -0.0107 -0.0292
H -0.4099 -3.5923 -5.5055 -0.0017 -0.0032 -0.0170
Cu 0.0465 0.1247 -0.1294 -0.2899 0.2231 -0.4844
C 0.9415 2.2938 1.9613 -0.0022 0.0303 0.0251
C -1.4888 3.5715 1.9325 -0.0308 0.0478 0.0468
N -0.0748 -2.0023 -0.4755 -0.2189 -0.1915 0.1304
C -2.7720 4.1647 1.8750 0.0302 -0.0122 -0.0157
C 0.2658 -1.0877 3.6384 -0.0132 0.0250 -0.0254
C -6.0046 -0.7820 -1.9964 -0.0086 -0.0018 0.0011
C -0.2234 -2.4864 -1.8057 0.0443 0.0231 0.2657
H -1.6069 -4.0462 -1.4159 -0.0195 -0.0049 0.0209
H 0.9650 0.4994 -3.9430 -0.0176 0.0138 -0.0079
H 2.5493 -0.3419 -3.9369 -0.0020 -0.0093 -0.0065
H -6.9854 -0.6599 -2.4392 -0.0068 0.0046 -0.0085
H 1.0194 -1.7039 -4.8697 0.0298 0.0244 -0.0115
H -3.9872 -5.3552 2.6542 -0.0004 -0.0060 -0.0039
H -0.7918 4.6389 3.6721 -0.0036 0.0134 -0.0006
H -3.0551 4.9066 2.6110 0.0062 0.0090 0.0167
C -3.2498 -4.3366 4.4074 0.0023 -0.0293 -0.0426
C -3.4923 -1.0903 -0.8488 -0.0455 0.0045 -0.0074
H 2.2197 0.9480 -2.7598 -0.0175 -0.0005 -0.0195
H -1.7508 -4.7752 -3.7871 -0.0031 0.0009 0.0003
C -1.1054 -3.9521 -3.5078 0.0111 -0.0076 0.0236
O 1.2803 -0.7731 -2.3469 0.0122 -0.0960 0.0208
C -2.4512 -3.9708 2.1575 0.0284 0.0339 0.0217
H -2.4876 -4.1881 1.0999 0.0076 -0.0200 -0.0153
```
Forces are in eV/Å.

Calculated values
Highest occupied orbital energy   -4.0 eV
Net charge   -1
LUMO energy   2.622 eV
Energy above the lowest of the compared OMol25 structures with the same formula, charge and spin   0.086 eV